91
Properties=species:S:1:pos:R:3:mulliken_charge:R:1 method="wB97M-V/def2-TZVPD" e_tot_ha=-1905.8884 max_force_ev_per_a=0.76 smiles=CCCCN[PH3]C[C@@H](C)OCc1ccccc1.COCCNCCOC.COCCNCCOC homo_lumo_gap_ev=9.209 lumo_energy_ev=0.76 homo_ev=-8.4496
C 0.613 -2.891 2.331 -0.74
C 2.061 -3.221 1.969 -0.43
C 3.120 -2.613 2.899 -0.90
C 2.884 -1.149 3.287 -1.01
N 2.471 -0.328 2.141 -0.17
P 1.813 1.282 2.665 1.16
C 1.077 2.963 3.153 -1.31
C 0.596 3.088 4.601 0.43
C -0.722 2.370 4.865 -1.49
O 1.534 2.540 5.534 -0.35
C 2.722 3.303 5.702 -0.83
C 2.868 3.721 7.143 0.56
C 2.903 2.739 8.128 -0.45
C 3.007 3.091 9.467 -0.50
C 3.087 4.432 9.826 -0.40
C 3.055 5.414 8.853 -0.57
C 2.946 5.058 7.512 -0.41
H 0.473 -1.850 2.613 -0.03
H -0.028 -3.069 1.463 0.29
H 0.233 -3.542 3.121 0.37
H 2.167 -4.308 2.026 0.36
H 2.278 -2.914 0.948 0.28
H 4.087 -2.645 2.387 0.33
H 3.232 -3.197 3.815 0.37
H 3.815 -0.765 3.725 0.46
H 2.104 -1.091 4.055 0.45
H 3.325 -0.092 1.637 0.29
H 0.532 0.711 2.724 -0.28
H 2.729 1.329 3.743 -0.37
H 2.248 1.831 1.440 -0.16
H 1.802 3.756 2.933 0.58
H 0.214 3.153 2.504 0.42
H 0.468 4.149 4.858 0.47
H -0.843 2.277 5.944 0.38
H -0.684 1.355 4.468 0.28
H -1.560 2.910 4.432 0.38
H 3.571 2.663 5.438 0.34
H 2.715 4.178 5.050 0.46
H 2.823 1.698 7.839 0.34
H 3.014 2.313 10.218 0.38
H 3.172 4.703 10.870 0.37
H 3.098 6.460 9.125 0.37
H 2.904 5.811 6.733 0.33
C -0.285 -0.025 0.109 -0.85
O -0.394 1.332 -0.290 -0.29
C 0.249 1.647 -1.516 -0.82
C -0.750 1.908 -2.622 -0.43
N -1.442 0.689 -3.015 0.02
C -2.602 0.895 -3.882 -0.57
C -3.757 1.737 -3.349 -0.71
O -4.486 1.145 -2.294 -0.45
C -3.929 1.289 -1.002 -0.48
H -0.618 -0.078 1.142 0.13
H -0.931 -0.687 -0.481 0.39
H 0.748 -0.372 0.054 0.45
H 0.951 0.856 -1.799 0.38
H 0.825 2.563 -1.350 0.40
H -0.215 2.306 -3.491 0.36
H -1.433 2.690 -2.266 0.23
H -1.748 0.195 -2.188 -0.06
H -3.000 -0.096 -4.119 0.26
H -2.258 1.330 -4.827 0.45
H -4.472 1.850 -4.168 0.39
H -3.442 2.750 -3.070 0.42
H -3.420 2.250 -0.886 0.27
H -3.231 0.481 -0.763 0.14
H -4.750 1.240 -0.287 0.34
C -3.981 -5.126 -6.755 -0.68
O -3.269 -4.439 -7.763 -0.34
C -3.444 -3.029 -7.767 -0.82
C -2.201 -2.305 -7.295 -0.24
N -1.965 -2.512 -5.874 -0.19
C -0.665 -2.055 -5.388 -0.52
C 0.599 -2.664 -5.984 -0.64
O 0.819 -4.021 -5.653 -0.43
C 0.120 -4.964 -6.441 -0.52
H -3.939 -6.187 -6.997 0.24
H -3.543 -4.983 -5.761 0.27
H -5.029 -4.814 -6.726 0.34
H -4.314 -2.745 -7.166 0.41
H -3.640 -2.735 -8.802 0.40
H -2.333 -1.233 -7.478 0.34
H -1.366 -2.648 -7.920 0.19
H -2.064 -3.496 -5.665 0.06
H -0.647 -2.245 -4.312 0.36
H -0.618 -0.968 -5.510 0.27
H 1.444 -2.120 -5.555 0.39
H 0.657 -2.524 -7.071 0.38
H 0.018 -4.628 -7.477 0.27
H -0.871 -5.185 -6.035 0.17
H 0.698 -5.888 -6.430 0.30



98
Properties=species:S:1:pos:R:3:mulliken_charge:R:1 method="wB97M-V/def2-TZVPD" e_tot_ha=-2078.3508 max_force_ev_per_a=12.78 homo_lumo_gap_ev=9.117 lumo_energy_ev=-0.15 homo_ev=-9.2663
C -3.541 3.934 -3.314 -1.54
C -3.476 2.360 -3.102 0.46
C -4.579 1.755 -2.068 -0.73
N -3.928 0.817 -1.150 0.66
C -3.111 1.486 -0.081 -1.50
C -3.227 -0.447 -1.667 0.15
C -3.509 -1.448 -0.607 -0.61
C -4.801 -1.113 0.131 -0.77
C -5.111 0.179 -0.385 -0.67
H -2.636 4.340 -3.862 0.34
H -3.744 4.560 -2.436 0.36
H -4.403 4.272 -3.849 0.44
H -2.485 2.328 -2.550 -0.44
H -3.713 1.947 -4.072 0.50
H -5.345 1.185 -2.852 0.25
H -4.897 2.626 -1.501 0.42
H -3.029 0.696 0.672 0.00
H -3.480 2.168 0.364 1.27
H -2.087 1.871 -0.405 -0.07
H -2.123 -0.218 -1.584 -0.50
H -3.452 -0.830 -2.650 0.56
H -2.611 -1.598 -0.002 -0.11
H -3.464 -2.301 -1.226 0.87
H -4.621 -1.254 1.314 0.16
H -5.619 -1.920 -0.094 0.35
H -5.789 0.826 0.177 0.45
H -5.911 -0.125 -1.029 0.52
B 0.912 0.091 0.043 -0.14
F 1.092 1.415 -0.173 -0.34
F 1.532 -0.372 1.156 -0.17
F -0.449 -0.157 0.275 0.16
F 1.318 -0.589 -1.108 -0.19
C 0.433 1.225 -3.831 -0.05
C -0.760 0.451 -4.394 0.36
N -1.738 -0.133 -4.817 -0.60
H 1.293 0.489 -3.686 0.14
H 0.903 1.959 -4.487 0.48
H 0.239 1.638 -2.911 -0.30
C -1.907 1.975 3.118 -0.54
C -3.158 1.111 3.125 0.32
N -4.161 0.523 2.969 -0.53
H -1.217 1.750 3.936 0.38
H -1.240 1.694 2.301 -0.07
H -2.099 2.997 3.276 0.53
C 1.508 4.453 -1.386 -0.58
C 0.812 4.787 -2.597 0.19
N 0.236 4.895 -3.495 -0.36
H 2.289 3.529 -1.557 0.17
H 1.876 5.250 -0.947 0.59
H 0.851 3.949 -0.603 0.05
C 2.570 3.180 2.469 -0.23
C 1.562 3.610 3.581 0.29
N 0.832 3.976 4.307 -0.39
H 3.374 2.718 2.919 0.24
H 2.122 2.442 1.810 -0.24
H 2.916 3.938 1.867 0.39
C 2.046 -3.623 0.934 0.42
C 3.395 -4.071 1.220 0.21
N 4.461 -4.480 1.493 -0.54
H 1.818 -3.235 0.009 -0.18
H 1.306 -4.672 0.896 0.35
H 1.678 -2.951 1.699 -0.25
C -0.702 -3.263 -2.478 -0.24
C 0.394 -3.564 -3.453 -0.53
O 0.012 -4.638 -4.293 -0.57
H -1.840 -3.074 -2.778 0.20
H -0.385 -2.392 -1.852 -0.12
H -0.452 -4.117 -1.733 0.29
H 1.477 -3.494 -3.005 0.12
H 0.426 -2.881 -4.111 0.53
H 0.663 -4.827 -5.013 0.31
C 4.217 -1.031 3.413 -0.29
C 5.059 -0.191 4.295 -0.27
O 5.401 -0.732 5.490 -0.48
H 4.443 -2.091 3.181 0.31
H 4.024 -0.587 2.332 0.01
H 3.074 -1.071 3.645 0.00
H 4.469 0.692 4.472 0.22
H 6.111 -0.019 3.791 0.19
H 5.767 -0.150 5.998 0.27
C -1.513 -1.544 4.807 -1.41
C -0.605 -1.656 3.507 0.71
O 0.497 -0.691 3.608 -0.53
H -1.095 -1.795 5.887 0.25
H -2.175 -2.227 4.651 0.53
H -2.038 -0.647 4.964 0.34
H -1.252 -1.021 2.887 -0.47
H -0.286 -2.636 3.055 0.28
H 0.679 -0.387 2.864 0.22
C 5.810 -2.062 -1.592 -1.20
C 4.272 -1.737 -1.293 0.88
O 3.924 -0.784 -2.146 -0.61
H 6.206 -2.958 -1.037 0.35
H 6.471 -1.082 -1.424 0.26
H 6.008 -2.381 -2.731 0.26
H 4.000 -1.630 -0.383 -0.35
H 3.817 -2.772 -1.486 -0.06
H 3.169 -0.419 -1.627 0.25



98
Properties=species:S:1:pos:R:3:mulliken_charge:R:1 method="wB97M-V/def2-TZVPD" e_tot_ha=-2078.5088 max_force_ev_per_a=6.91 homo_lumo_gap_ev=9.253 lumo_energy_ev=-0.12 homo_ev=-9.3751
C -0.464 2.194 -5.855 -1.68
C -1.303 1.824 -4.648 0.43
C -1.821 3.153 -3.883 -0.77
N -1.728 2.996 -2.396 0.94
C -0.310 2.827 -1.958 -0.83
C -2.687 1.943 -1.821 -0.42
C -2.990 2.326 -0.326 -0.49
C -2.914 3.904 -0.505 -0.98
C -2.321 4.222 -1.803 -0.54
H -0.224 1.286 -6.260 0.58
H 0.625 2.517 -5.569 0.27
H -0.962 2.848 -6.643 0.31
H -0.677 1.079 -3.965 -0.58
H -2.191 1.446 -4.905 0.72
H -2.906 3.284 -4.160 0.37
H -1.144 4.011 -4.161 0.43
H -0.139 3.018 -0.882 -0.31
H 0.515 3.669 -2.219 0.34
H 0.036 1.894 -2.221 0.31
H -2.159 0.972 -1.849 -0.10
H -3.520 1.537 -2.333 0.58
H -2.352 1.935 0.359 0.04
H -4.005 2.026 -0.099 0.56
H -2.410 4.138 0.420 0.38
H -3.967 4.257 -0.580 0.36
H -1.455 5.006 -1.794 0.45
H -3.232 4.537 -2.331 0.36
B 0.523 -0.695 0.310 -0.23
F 1.510 -0.765 -0.735 -0.36
F 0.989 -0.860 1.617 -0.21
F -0.173 0.514 0.217 0.04
F -0.375 -1.746 0.007 -0.09
C -0.734 -1.958 -3.472 -0.10
C -2.163 -1.365 -3.682 0.39
N -3.247 -0.874 -3.725 -0.59
H -0.978 -2.584 -2.631 0.11
H -0.413 -2.610 -4.233 0.49
H -0.056 -1.300 -3.174 -0.27
C 2.123 3.434 0.547 -0.35
C 0.973 4.484 0.645 0.27
N 0.071 5.204 0.674 -0.54
H 2.788 3.280 1.494 0.37
H 1.811 2.533 0.062 -0.10
H 2.754 3.944 -0.102 0.53
C 3.235 -0.953 -3.303 -0.42
C 2.576 -1.072 -4.667 0.17
N 2.024 -1.092 -5.690 -0.49
H 2.894 -1.915 -2.772 0.25
H 4.413 -1.209 -3.369 0.36
H 2.977 -0.136 -2.760 0.17
C 4.686 -0.368 0.373 0.36
C 5.197 1.021 0.627 0.36
N 5.518 2.126 0.881 -0.49
H 4.813 -0.975 1.267 0.09
H 3.734 -0.385 -0.043 -0.48
H 5.226 -1.021 -0.487 0.25
C -1.424 -1.917 3.627 0.21
C -0.908 -3.073 4.457 0.16
N -0.576 -3.978 5.174 -0.53
H -1.592 -2.180 2.586 -0.07
H -2.288 -1.427 4.033 0.50
H -0.794 -1.017 3.744 -0.26
C -3.953 -1.234 0.161 -1.00
C -4.154 -2.649 -0.108 -0.36
O -5.551 -2.942 -0.074 -0.58
H -4.274 -0.612 -0.545 0.59
H -2.915 -1.000 0.084 0.03
H -4.241 -0.909 1.138 0.49
H -3.534 -3.333 0.387 0.32
H -3.790 -2.787 -1.073 0.20
H -5.702 -3.898 0.150 0.32
C 2.743 -2.150 4.215 -0.51
C 4.276 -2.264 4.612 -0.41
O 4.612 -2.017 5.853 -0.51
H 2.148 -2.745 4.835 0.43
H 2.767 -2.227 3.172 0.12
H 2.389 -1.079 4.331 0.10
H 4.624 -1.568 3.832 0.14
H 4.499 -3.262 4.114 0.24
H 5.647 -1.866 5.978 0.37
C 0.571 3.350 3.931 -1.19
C 0.245 2.027 3.331 0.95
O 1.446 1.220 3.252 -0.58
H 1.137 3.210 5.086 0.24
H -0.279 3.933 4.217 0.40
H 1.044 3.998 3.194 0.21
H -0.113 2.138 2.283 -0.49
H -0.568 1.237 3.694 0.07
H 1.468 0.398 2.598 0.38
C 0.340 -6.112 1.777 -1.22
C -0.061 -4.670 1.468 0.96
O 0.157 -4.534 0.034 -0.60
H 0.020 -6.497 2.826 0.34
H 1.495 -6.291 1.537 0.26
H -0.399 -6.817 1.151 0.28
H 0.654 -3.949 1.917 -0.34
H -1.147 -4.416 1.760 -0.07
H -0.013 -3.601 -0.228 0.20



104
Properties=species:S:1:pos:R:3:mulliken_charge:R:1 method="wB97M-V/def2-TZVPD" e_tot_ha=-5576.2245 max_force_ev_per_a=2.07 total_charge=-1 homo_lumo_gap_ev=6.065 lumo_energy_ev=1.71 homo_ev=-4.3536
C 0.196 -0.148 -2.314 -0.65
C 1.060 0.498 -1.511 -0.08
Nb 1.783 -0.031 0.525 -1.42
C 3.797 -0.141 -0.468 -0.72
C 4.854 0.897 -0.072 -0.51
N 5.622 0.461 1.115 -0.48
C 1.789 2.181 0.942 -0.41
C 2.188 2.705 2.305 -0.43
F 1.190 2.413 3.235 -0.32
C 1.130 -2.160 0.115 -1.05
O 0.610 -2.875 1.264 0.13
C 0.578 -4.200 1.199 0.73
C 0.307 -4.818 2.544 -1.04
O 0.713 -4.824 0.173 -0.58
C 2.563 -0.710 2.554 -0.56
C 3.758 -1.513 2.838 0.31
O 4.648 -1.263 3.585 -0.57
Br 3.893 -3.284 1.928 -0.27
P -0.800 0.122 1.163 0.47
O -1.660 -1.054 0.398 -0.46
O -1.556 1.460 0.600 -0.51
S -1.172 -0.061 3.084 -0.51
H -0.606 0.348 -2.859 0.25
H 0.222 -1.232 -2.381 0.25
H 1.391 1.488 -1.851 0.34
H 4.234 -1.136 -0.316 0.34
H 3.641 -0.058 -1.548 0.51
H 4.446 1.903 0.069 0.14
H 5.576 0.993 -0.893 0.41
H 5.359 1.003 1.931 0.16
H 6.600 0.688 0.975 0.23
H 2.372 2.696 0.168 0.50
H 0.769 2.553 0.787 0.54
H 2.262 3.793 2.296 0.20
H 3.116 2.273 2.695 0.20
H 0.351 -2.191 -0.649 0.84
H 1.994 -2.693 -0.297 0.53
H 0.738 -4.166 3.305 0.31
H 0.765 -5.798 2.618 0.32
H -0.766 -4.854 2.727 0.24
H 1.701 -1.316 2.874 0.49
H 2.645 0.129 3.253 0.50
H -1.983 -1.638 1.097 0.24
H -1.438 1.498 -0.361 0.35
C 2.924 -6.503 -0.989 -0.88
C 4.024 -7.498 -0.719 0.65
O 5.107 -7.194 -0.254 -0.66
N 3.757 -8.808 -1.022 -0.14
C 2.540 -9.365 -1.567 -0.79
H 3.264 -5.513 -0.700 0.11
H 2.672 -6.494 -2.051 0.39
H 2.027 -6.732 -0.417 0.29
H 4.523 -9.431 -0.823 0.23
H 2.108 -10.104 -0.887 0.27
H 2.729 -9.856 -2.525 0.27
H 1.809 -8.579 -1.722 0.30
C 0.846 6.873 2.758 -1.39
C 0.543 6.120 1.481 0.81
O 1.372 5.407 0.940 -0.64
N -0.702 6.258 0.959 -0.09
C -1.806 7.045 1.468 -0.88
H 1.870 6.651 3.042 0.31
H 0.736 7.949 2.611 0.42
H 0.179 6.557 3.561 0.37
H -0.843 5.726 0.114 0.22
H -2.655 6.394 1.690 0.29
H -2.113 7.790 0.736 0.30
H -1.519 7.566 2.374 0.29
C -3.943 10.596 0.444 -1.30
C -2.835 10.857 1.441 0.79
O -1.822 10.182 1.468 -0.61
N -3.013 11.883 2.318 -0.17
C -4.142 12.780 2.433 -0.82
H -3.648 9.754 -0.175 0.27
H -4.877 10.352 0.952 0.36
H -4.109 11.464 -0.194 0.39
H -2.241 12.004 2.955 0.24
H -3.833 13.815 2.280 0.28
H -4.599 12.705 3.422 0.28
H -4.895 12.535 1.691 0.31
C -2.655 -5.749 0.196 -0.73
C -2.481 -6.948 1.101 0.70
O -1.450 -7.144 1.715 -0.61
N -3.533 -7.815 1.208 -0.19
C -4.822 -7.737 0.558 -0.85
H -1.733 -5.176 0.214 -0.25
H -2.850 -6.062 -0.831 0.40
H -3.481 -5.120 0.532 0.36
H -3.353 -8.591 1.825 0.24
H -5.628 -7.680 1.293 0.28
H -4.998 -8.615 -0.068 0.28
H -4.870 -6.854 -0.070 0.32
C -1.467 -0.201 -6.580 -1.36
C -2.262 -0.663 -5.379 0.81
O -2.450 0.054 -4.416 -0.63
N -2.762 -1.931 -5.408 -0.15
C -2.636 -2.922 -6.452 -0.83
H -1.142 0.817 -6.392 0.30
H -0.589 -0.831 -6.732 0.36
H -2.074 -0.222 -7.486 0.41
H -3.273 -2.177 -4.574 0.22
H -3.617 -3.220 -6.828 0.28
H -2.129 -3.815 -6.081 0.28
H -2.060 -2.523 -7.282 0.31



99
Properties=species:S:1:pos:R:3:mulliken_charge:R:1 method="wB97M-V/def2-TZVPD" e_tot_ha=-3489.7108 max_force_ev_per_a=5.61 total_charge=+1 homo_lumo_gap_ev=7.877 lumo_energy_ev=-3.55 homo_ev=-11.4242
C -4.479 -2.026 -5.646 -0.83
C -4.716 -2.466 -4.197 -0.58
C -3.683 -1.818 -3.235 -0.57
C -2.846 -2.908 -2.537 -1.00
C -1.766 -2.292 -1.626 -0.91
C -0.322 -2.272 -2.172 -0.73
C -0.242 -1.992 -3.670 -0.70
N 1.198 -1.847 -4.097 0.29
C 1.385 -1.139 -5.469 -0.09
Cl 2.924 -1.595 -6.203 -0.08
C 0.305 -1.305 -6.532 -0.01
C -0.083 -2.711 -6.955 -1.45
Cl -1.121 -0.260 -6.226 -0.10
N 2.044 -2.996 -3.973 0.26
C 3.055 -2.969 -2.940 0.34
C 4.385 -3.510 -3.387 -1.19
O 2.888 -2.603 -1.812 -0.45
C 1.529 -4.319 -4.373 0.35
C 0.606 -5.133 -3.510 -0.94
O 1.939 -4.772 -5.386 -0.40
H -4.901 -1.048 -5.858 0.30
H -4.914 -2.751 -6.335 0.36
H -3.405 -2.050 -5.836 -0.01
H -5.702 -2.149 -3.867 0.31
H -4.588 -3.544 -4.125 0.34
H -4.212 -1.318 -2.424 0.43
H -3.013 -1.115 -3.732 0.36
H -3.531 -3.452 -1.887 0.50
H -2.446 -3.622 -3.262 0.25
H -2.012 -1.284 -1.297 0.48
H -1.731 -2.903 -0.724 0.42
H 0.167 -1.402 -1.718 0.45
H 0.276 -3.125 -1.867 0.19
H -0.682 -1.005 -3.779 0.86
H -0.782 -2.745 -4.226 -0.15
H 1.583 -1.177 -3.421 0.67
H 1.500 -0.078 -5.264 0.57
H 0.736 -0.852 -7.421 0.51
H 0.801 -3.170 -7.402 0.42
H -0.418 -3.366 -6.157 0.23
H -0.820 -2.667 -7.751 0.46
H 4.584 -3.319 -4.435 0.27
H 4.342 -4.595 -3.244 0.29
H 5.138 -3.126 -2.708 0.43
H 0.880 -5.065 -2.458 0.36
H 0.688 -6.165 -3.834 0.47
H -0.428 -4.815 -3.644 0.03
O 0.080 0.432 3.963 -0.53
P 0.088 -1.039 4.038 0.84
O -0.341 -1.607 2.581 -0.44
C 0.523 -1.373 1.473 0.98
C 1.802 -2.185 1.562 -0.97
O -1.251 -1.427 4.855 -0.39
C -2.060 -0.420 5.470 -0.27
C -3.129 0.095 4.525 -1.02
O 0.894 -2.327 4.573 -0.39
C 2.050 -2.120 5.422 -0.21
C 1.715 -1.321 6.665 -1.06
H 0.743 -0.303 1.391 -0.12
H -0.036 -1.661 0.582 -0.57
H 2.436 -1.804 2.366 0.27
H 2.379 -2.140 0.637 0.28
H 1.582 -3.230 1.781 0.29
H -1.439 0.393 5.843 0.27
H -2.527 -0.886 6.338 0.37
H -2.729 0.282 3.529 0.24
H -3.567 1.018 4.908 0.34
H -3.928 -0.640 4.417 0.31
H 2.836 -1.623 4.848 0.25
H 2.415 -3.108 5.692 0.37
H 1.383 -0.309 6.412 0.25
H 2.592 -1.232 7.306 0.42
H 0.912 -1.799 7.225 0.28
O -0.494 5.958 2.083 -0.76
P 0.629 5.923 3.036 0.98
O 1.980 6.354 2.265 -0.35
C 2.100 7.690 1.769 -0.34
C 2.251 8.717 2.877 -0.92
O 0.927 4.347 3.266 -0.34
C 0.073 3.345 2.712 0.25
C 0.525 2.936 1.323 -0.96
O 1.084 6.301 4.539 -0.30
C 0.094 6.820 5.456 -0.23
C -1.082 5.880 5.628 -1.12
H 1.238 7.927 1.139 0.29
H 2.986 7.700 1.135 0.32
H 1.319 8.831 3.437 0.19
H 2.507 9.691 2.461 0.41
H 3.025 8.415 3.581 0.26
H -0.963 3.687 2.706 0.27
H 0.118 2.485 3.375 0.06
H 0.790 3.800 0.713 0.34
H -0.260 2.371 0.815 0.26
H 1.415 2.304 1.387 0.23
H -0.247 7.798 5.104 0.28
H 0.601 6.972 6.406 0.36
H -1.628 5.747 4.689 0.33
H -1.779 6.276 6.366 0.42
H -0.743 4.896 5.951 0.26